1.
Computed, not measured: a 11-piece molecular cluster, C22H66O11 overall in a non-equilibrium geometry, with the ωB97M-V functional and the def2-TZVPD basis.

```
99
Properties=species:S:1:pos:R:3:forces:R:3:mulliken_charge:R:1
O -1.2354 1.2526 0.6984 0.368 -0.200 0.456 -0.404
O 0.8016 -5.7655 0.2531 -0.439 -0.555 0.214 -0.615
O 5.0826 4.1372 -2.0082 0.145 -0.415 -0.151 -0.546
O 6.1880 -1.4677 0.5673 0.299 0.453 -0.603 -0.549
O -3.0110 -4.2669 -2.5287 -0.500 0.008 -0.111 -0.483
O 2.1428 -2.3826 2.6346 -0.451 0.271 -0.104 -0.431
O -4.3992 3.3768 5.1925 0.056 0.499 -0.156 -0.513
O 2.7018 -4.1191 -1.0581 -0.063 -0.337 -0.369 -0.553
O -2.2342 -1.1055 2.2841 -0.329 -0.247 -0.150 -0.467
O -0.1436 4.3415 -3.0007 -0.246 -0.261 0.118 -0.403
O -2.5522 3.2491 -0.9382 -0.269 -0.812 0.023 -0.497
C 2.8190 4.1787 -1.3640 -0.890 -0.711 0.178 -0.897
C -3.2936 2.6205 3.2073 -1.139 0.611 -0.162 -0.598
C -1.5764 -5.3618 0.7366 0.189 0.762 -0.138 -0.945
C -0.2171 0.9290 -0.2468 -0.604 -0.250 -0.336 0.344
C 2.3140 -3.5312 -2.3048 0.827 0.777 0.273 0.241
C 4.5341 -0.1973 -0.6633 0.903 -0.382 -0.662 0.017
C 1.7163 -4.5667 -3.2205 -0.878 -0.138 0.517 -1.286
C -1.4531 -1.6801 3.3063 -0.453 0.120 0.246 0.772
C -3.3321 4.3771 -1.3126 0.997 1.105 -0.120 -0.179
C 3.6227 -0.6792 3.1823 -0.309 1.599 0.660 -1.073
C -0.6016 2.5084 -4.5370 -0.583 0.137 -0.138 -1.012
C 5.6979 -1.1725 -0.7619 -0.655 -1.245 0.707 -0.594
C -0.1558 -4.8381 0.7462 0.772 0.326 -0.967 0.721
C -3.3217 -2.1282 -1.5299 0.299 -0.300 0.730 -0.628
C -1.2742 -0.7391 4.4817 0.249 1.093 0.283 -1.428
C -4.0288 -3.3986 -2.0042 0.568 0.988 -0.400 -0.400
C -1.0763 3.8424 -3.9723 0.603 -0.227 -0.226 0.001
C 0.4347 -0.4074 0.0666 -0.346 0.015 -0.236 -0.254
C -3.9591 3.8196 3.9036 0.824 -0.659 0.061 -0.459
C 4.0940 3.3810 -1.3184 -0.097 0.153 0.701 0.264
C -4.4342 4.6469 -0.3196 -0.068 -0.156 -0.115 -1.133
C 2.3442 -1.3495 3.6455 0.632 -1.984 -1.103 0.172
H -3.3367 -4.5756 -3.3786 0.193 -0.203 0.058 0.275
H 2.4407 -1.9585 4.5503 0.242 0.834 0.454 0.412
H -0.4953 -2.0241 2.9018 0.189 0.181 0.085 -0.412
H 5.5452 -2.0690 0.9536 0.060 0.014 0.156 0.292
H -4.0658 4.5305 0.6990 -0.091 -0.031 0.014 0.139
H -2.8666 -1.5863 -2.3581 -0.202 -0.018 -0.155 0.249
H 2.3606 -5.4422 -3.2870 0.294 0.233 -0.356 0.308
H 1.1745 -0.6248 -0.7067 0.247 0.155 0.166 0.221
H 4.2144 0.1142 -1.6608 -0.123 -0.041 0.051 0.384
H -2.1711 -0.2876 4.9178 -0.491 -0.814 -0.252 0.343
H 1.4637 -0.7081 3.7042 0.219 0.257 0.009 -0.017
H 5.8211 3.5601 -2.2324 -0.046 0.105 0.086 0.287
H -0.7211 -1.1807 5.3129 0.179 -0.030 -0.142 0.402
H 3.1509 -3.4608 -0.5218 -0.103 0.026 0.119 0.203
H 4.5152 -1.2959 3.1323 -0.230 -0.361 0.129 0.267
H 1.4237 -2.9508 2.9335 0.068 -0.035 -0.153 0.139
H -1.8315 -0.2959 1.9451 0.144 0.136 -0.061 0.142
H -4.7118 -3.0972 -2.8040 -0.152 -0.254 0.021 0.416
H 5.3410 -2.1459 -1.1271 0.021 0.244 -0.535 0.194
H 0.5239 1.7305 -0.3097 0.071 0.028 0.053 -0.039
H -2.6552 2.0438 3.8690 -0.059 0.039 0.134 0.268
H -5.2738 3.9768 -0.5080 0.034 -0.094 0.270 0.335
H -0.0637 5.2888 -3.1319 0.044 0.032 0.132 0.244
H -4.8052 5.6641 -0.4464 0.039 0.028 -0.009 0.392
H -3.7504 4.3323 -2.3256 0.042 -0.523 0.048 0.302
H 1.4809 -4.1089 -4.1797 0.327 -0.172 -0.182 0.387
H -2.0368 3.6517 -3.4931 -0.157 0.374 -0.157 -0.054
H -2.1036 -4.6249 1.3523 -0.432 -0.565 0.250 0.230
H 0.4618 2.4927 -4.7620 0.063 -0.005 0.213 0.298
H -0.7878 0.1939 4.1640 0.559 -0.343 -0.102 0.307
H 1.7103 -2.6472 -2.0753 -0.644 -0.304 -0.294 0.041
H -1.1593 4.5835 -4.7686 -0.281 -0.054 -0.015 0.458
H 1.3681 -5.3117 -0.3788 0.249 0.114 0.172 0.369
H 3.4878 -0.1869 2.2158 -0.181 -0.368 -0.123 0.018
H 2.8746 5.1171 -0.8161 0.264 0.222 -0.393 0.379
H 3.9281 2.3777 -1.7240 0.127 0.196 -0.388 -0.052
H -4.6069 -3.8960 -1.2257 0.135 -0.008 0.142 0.247
H 0.7655 -4.9710 -2.8580 -0.001 0.251 0.244 0.286
H 3.8431 0.1727 3.8385 0.139 -0.212 0.143 0.432
H -1.6574 3.3177 -1.2935 -0.105 0.345 -0.232 0.212
H -3.2313 4.6334 3.9990 -0.183 0.118 0.086 0.316
H -1.9726 -2.5814 3.6356 -0.140 0.000 -0.076 0.391
H -0.2902 -1.2201 -0.0193 -0.136 0.101 0.246 -0.257
H 1.9984 3.6325 -0.8810 0.224 -0.140 0.069 0.062
H 0.1496 -4.4948 1.7436 -0.142 -0.204 0.083 -0.092
H 0.8887 -0.4412 1.0560 0.108 0.011 -0.028 -0.027
H -3.9407 -1.4529 -0.9359 -0.227 -0.064 -0.231 0.378
H -0.7260 0.8358 -1.2136 0.314 0.077 -0.218 0.234
H 6.5026 -0.8600 -1.4233 0.202 0.212 0.363 0.394
H 3.7288 -0.7408 -0.1716 -0.215 0.546 0.270 -0.352
H -2.6104 5.2049 -1.3503 -0.374 0.254 0.109 0.296
H 2.4825 4.2641 -2.3966 0.140 0.535 0.011 0.238
H -2.0339 -5.2919 -0.2513 0.219 -0.166 -0.118 0.099
H 4.9231 0.6697 -0.1323 -0.533 0.067 0.279 0.223
H -2.4962 -2.3974 -0.8637 -0.047 -0.132 -0.003 -0.048
H -1.7813 1.9635 0.3339 -0.119 -0.101 0.049 0.315
H 3.1951 -3.0927 -2.7908 0.173 -0.248 -0.043 0.346
H 4.3846 3.2112 -0.2697 0.130 0.141 -0.110 0.254
H -4.8272 4.1478 3.3243 0.147 0.165 -0.109 0.270
H -0.9085 1.7122 -3.8582 0.459 -0.131 0.047 0.120
H -1.6306 -6.3930 1.0778 -0.135 0.122 0.358 0.359
H -4.7043 4.1722 5.6443 -0.067 -0.260 0.163 0.295
H -2.7199 2.9259 2.3332 0.006 0.079 0.019 0.110
H -4.1486 2.0364 2.8635 0.420 -0.591 -0.048 0.316
H -1.1354 2.3168 -5.4716 0.002 0.017 0.006 0.368
H -0.0854 -3.9625 0.0838 -0.290 0.175 0.304 -0.098
```
Positions in Å, forces in eV/Å.

Properties
Frontier orbital gap ... 9.75 eV
HOMO ... -9.40 eV
Energy relative to the best compared isomer or geometry (same formula, charge and spin) ... 78.2 kcal per mole
LUMO energy ... 0.3 eV
Spin multiplicity ... 1
SMILES string ... CCO.CCO.CCO.CCO.CCO.CCO.CCO.CCO.CCO.CCO.CCO
Max |F| ... 2.4 eV/A
Charge ... 0

2.
Computed, not measured: C24H18N2O4Ru as an isolated structure, with the ωB97M-V functional and the def2-TZVPD basis.

```
49
Properties=species:S:1:pos:R:3:forces:R:3:nbo_charge:R:1
Ru -1.2995 0.1877 0.4099 -0.084 0.287 -0.212 1.355
O -3.4490 0.1439 1.4182 -0.031 -0.054 0.031 -0.669
O -2.2188 -1.6513 1.0712 0.029 -0.010 0.052 -0.704
O -2.0797 0.0478 -1.5103 0.094 0.039 0.075 -0.521
O -0.0824 0.4024 1.9336 -0.028 -0.122 -0.014 -0.623
N -0.3041 2.9406 0.4521 0.009 -0.033 -0.013 -0.159
N -0.8791 1.9626 -0.1814 0.001 -0.164 0.017 -0.241
C -4.3105 -1.9400 2.1702 0.024 -0.029 0.012 -0.199
C 0.8924 3.9807 2.1977 0.006 -0.005 -0.012 0.029
C -3.2640 -1.0882 1.5089 0.024 -0.028 0.039 0.753
C -2.4742 1.4611 -3.4671 0.012 0.001 0.023 -0.261
C -2.3232 2.7159 -4.0460 0.004 -0.003 0.004 -0.148
C -1.9859 1.2673 -2.1935 0.017 0.055 -0.011 0.260
C 0.7008 5.2427 1.6366 0.004 -0.006 0.012 -0.180
C -6.3468 -3.4290 3.4724 -0.032 0.034 0.015 -0.197
C -1.2038 3.5361 -2.0812 -0.003 -0.037 0.017 -0.181
C 0.4671 1.5002 2.3148 0.041 -0.007 0.033 0.462
C -5.1652 -4.0394 2.9981 -0.057 -0.027 0.010 0.053
C -5.4935 -1.3282 2.6488 0.076 0.023 -0.035 0.109
C 1.2964 6.3561 2.2065 -0.003 -0.003 -0.002 -0.152
C -2.4793 -1.1341 -2.2469 -0.006 -0.010 0.003 -0.253
C -1.3508 2.2888 -1.4872 -0.022 0.009 -0.061 0.100
C 1.2992 1.4447 3.4513 -0.023 0.029 0.014 -0.313
C -6.5120 -2.0849 3.3020 -0.059 -0.096 0.044 -0.135
C -4.1412 -3.2819 2.3433 0.045 0.109 -0.036 -0.035
C 2.0934 6.2383 3.3410 0.000 -0.009 0.004 -0.181
C 2.2878 4.9956 3.9129 -0.020 0.000 -0.021 -0.117
C 1.8791 2.5754 3.9411 -0.022 -0.036 0.004 0.013
C 1.6892 3.8631 3.3529 0.000 0.023 -0.015 -0.145
C -1.6939 3.7437 -3.3589 -0.003 0.000 -0.005 -0.195
C 0.2949 2.7787 1.6179 -0.009 0.052 0.027 0.098
H -3.5150 -1.0271 -2.5617 0.003 0.001 0.004 0.209
H -0.7025 4.3236 -1.5402 0.001 0.004 -0.001 0.246
H -1.8204 -1.2617 -3.1031 -0.001 0.000 0.005 0.219
H -1.5791 4.7125 -3.8238 0.000 0.001 0.002 0.245
H -7.0998 -4.0309 3.9616 -0.003 0.006 0.005 0.269
H -3.2412 -3.7715 1.9951 0.005 0.005 -0.003 0.260
H -2.7000 2.8828 -5.0453 0.000 0.001 -0.001 0.244
H -5.6078 -0.2594 2.5096 -0.006 0.002 0.006 0.263
H 2.9023 4.8882 4.7975 0.004 -0.005 0.001 0.233
H 1.4435 0.4806 3.9174 -0.001 -0.003 -0.001 0.252
H 1.1371 7.3293 1.7624 0.001 0.000 -0.003 0.239
H 2.5561 7.1142 3.7735 -0.002 0.003 0.001 0.243
H -2.9611 0.6675 -4.0139 -0.003 -0.002 0.002 0.242
H -7.4009 -1.5793 3.6538 -0.003 -0.001 -0.004 0.264
H -5.0269 -5.1058 3.1276 0.009 0.000 0.005 0.251
H 2.5053 2.5079 4.8233 0.009 -0.005 -0.004 0.240
H 0.0794 5.3507 0.7602 0.003 0.007 -0.003 0.233
H -2.3742 -1.9614 -1.5529 0.002 0.002 -0.007 0.224
```
Positions in Å, forces in eV/Å.

Properties
Frontier orbital gap (spin up / spin down) ... 6.83 / 3.39 eV
HOMO (spin up / spin down) ... -13.38 / -13.79 eV
LUMO energy (spin up / spin down) ... -6.6 / -10.4 eV
<S²> ... 6.10
Spin multiplicity ... 5
Max |F| ... 0.4 eV/A
Charge ... +2